1.
{
  "formula": "C5H11O2",
  "method": "ωB97M-V/def2-TZVPD",
  "species": ["C", "C", "H", "H", "H", "H", "H", "H", "C", "C", "C", "O", "O", "H", "H", "H", "H", "H"],
  "coordinates": [[-2.10320, 1.71966, 0.09752], [-2.59249, 0.27203, 0.16413], [-2.87579, 2.35090, -0.35010], [-1.89546, 2.08653, 1.10083], [-1.17873, 1.74768, -0.47292], [-1.92115, -0.31216, 0.78098], [-2.52425, -0.19050, -0.82459], [-3.63374, 0.18362, 0.48761], [1.82439, -1.28266, -0.39100], [2.78448, -0.09844, -0.47875], [0.68609, -1.10800, 0.65222], [0.90747, -0.35374, 1.62174], [-0.36182, -1.74670, 0.39514], [1.40515, -1.65528, -1.32697], [2.39700, -2.15612, -0.03301], [3.01155, 0.16179, 0.55454], [2.32727, 0.72296, -1.02565], [3.74322, -0.34156, -0.95170]],
  "forces_ev_per_a": [[-0.509, -0.431, 0.177], [0.079, 0.093, -0.405], [0.253, 0.207, -0.149], [0.057, 0.143, 0.036], [0.049, 0.246, -0.063], [-0.096, -0.225, 0.196], [-0.092, 0.015, 0.016], [0.084, 0.082, 0.190], [0.568, -0.752, 0.362], [0.007, -0.565, 0.019], [-0.306, 0.133, -0.467], [0.134, 0.038, 0.126], [0.165, -0.250, 0.113], [-0.088, 0.470, -0.155], [-0.038, 0.153, 0.095], [-0.160, 0.452, -0.067], [0.044, 0.293, 0.175], [-0.151, -0.100, -0.199]],
  "e_tot_ha": -347.6432,
  "total_charge": -1,
  "spin_multiplicity": 1,
  "e_homo_ev": -4.00
}



2.
{
  "formula": "C17H23NO3",
  "method": "ωB97M-V/def2-TZVPD",
  "species": ["C", "O", "C", "C", "C", "C", "C", "C", "C", "C", "C", "C", "C", "C", "C", "C", "C", "O", "N", "C", "O", "H", "H", "H", "H", "H", "H", "H", "H", "H", "H", "H", "H", "H", "H", "H", "H", "H", "H", "H", "H", "H", "H", "H"],
  "coordinates": [[3.25589, -2.70198, 1.73290], [3.25574, -2.89637, 0.30333], [2.77964, -1.66134, -0.24171], [2.65034, -1.66278, -1.80989], [2.71820, -0.13856, -2.27854], [1.56464, 0.75969, -1.67034], [2.05057, 1.85660, -0.62946], [1.71840, 1.53585, 0.87677], [0.46244, 2.30140, 1.46224], [-0.76316, 2.42502, 0.48726], [-1.71294, 1.18976, 0.46046], [-1.30463, -0.20532, 0.49401], [-2.26747, -1.31819, 0.42748], [-3.66987, -0.99818, 0.30938], [-4.11374, 0.40897, 0.30490], [-3.16201, 1.48629, 0.38003], [-5.67312, 0.39486, 0.21706], [-6.48212, 1.20675, 0.52704], [-5.92024, -0.93516, -0.35149], [-4.94171, -1.89212, 0.17798], [-5.12845, -3.04291, 0.40445], [2.26475, -2.30825, 2.10533], [4.00275, -1.88412, 1.95020], [3.46680, -3.64509, 2.28598], [1.73378, -1.51841, 0.16569], [3.42519, -0.79013, 0.06462], [1.61494, -2.03564, -2.04326], [3.40086, -2.30302, -2.33156], [2.55691, -0.17198, -3.38889], [3.74577, 0.25738, -2.08598], [0.98468, 1.21854, -2.51968], [0.84823, 0.07169, -1.15221], [3.16846, 1.92954, -0.73587], [1.64623, 2.85037, -0.97022], [2.60730, 1.88893, 1.47690], [1.62587, 0.44323, 1.10543], [0.17082, 1.76958, 2.41273], [0.79131, 3.32707, 1.76766], [-1.38630, 3.28567, 0.86489], [-0.49925, 2.67897, -0.56867], [-0.23194, -0.47464, 0.57469], [-1.96777, -2.38615, 0.42601], [-3.51968, 2.54578, 0.37635], [-5.76608, -0.86156, -1.36398]],
  "forces_ev_per_a": [[0.059, 0.565, 0.124], [-0.425, 0.908, 0.865], [-0.496, -0.297, -0.923], [-0.582, 0.959, 0.755], [-0.482, -1.044, -0.711], [0.058, -0.224, 0.208], [0.249, -0.470, -0.570], [0.291, 0.869, 0.402], [0.432, -0.366, -0.285], [-0.687, -0.293, 0.782], [-1.816, -0.942, -0.144], [-1.592, -0.047, -0.091], [-1.035, 2.029, -0.120], [1.055, 1.436, 0.618], [1.676, -0.590, 0.540], [0.424, -1.688, 0.119], [2.564, -0.862, -0.550], [0.118, -0.167, -0.269], [-1.489, -0.391, 0.288], [1.527, 2.204, -0.562], [0.069, 0.228, -0.176], [0.706, -0.462, -0.482], [-0.491, -0.959, 0.171], [0.102, 0.676, -0.711], [1.036, 0.198, -0.239], [-0.418, -0.800, -0.021], [1.047, 0.126, -0.036], [-0.464, 0.570, 0.571], [0.391, 0.184, 0.880], [-0.851, -0.142, -0.080], [0.630, -0.285, 0.887], [0.464, 0.633, -0.513], [-1.023, 0.018, 0.125], [0.359, -0.833, 0.696], [-0.894, -0.444, -0.440], [0.115, 0.903, -0.566], [0.015, 0.603, -0.944], [-0.332, -0.759, -0.385], [0.538, -0.836, -0.473], [0.119, -0.218, 0.860], [-0.909, 0.335, -0.047], [-0.001, 0.972, 0.085], [0.404, -1.092, 0.024], [-0.462, -0.199, 0.338]],
  "smiles": "COCCCCCCCCc1ccc2c(c1)C(=O)NC2=O",
  "e_tot_ha": -941.9610,
  "spin_multiplicity": 1,
  "e_homo_ev": -9.51
}



3.
{
  "formula": "C49H47Ge2N5O4PS3Sn",
  "method": "ωB97M-V/def2-TZVPD",
  "species": ["Sn", "C", "C", "N", "N", "C", "N", "S", "C", "C", "C", "C", "C", "N", "H", "H", "H", "H", "H", "H", "H", "H", "H", "H", "O", "C", "O", "C", "C", "C", "C", "C", "C", "P", "C", "C", "C", "C", "C", "C", "C", "C", "C", "C", "C", "C", "H", "H", "H", "H", "H", "H", "H", "H", "H", "H", "H", "H", "H", "H", "C", "Ge", "C", "C", "Ge", "C", "C", "C", "C", "C", "C", "C", "C", "C", "C", "C", "C", "H", "H", "H", "H", "H", "H", "H", "H", "H", "H", "H", "H", "H", "H", "H", "H", "H", "H", "H", "O", "S", "O", "N", "C", "S", "C", "C", "C", "C", "C", "C", "H", "H", "H", "H"],
  "coordinates": [[0.18693, -1.03138, -0.68154], [-1.55727, 3.01589, 1.68200], [-1.07575, 1.89694, 0.80445], [-0.77015, 0.72206, 1.18073], [-0.81419, 0.41612, 2.50583], [-0.84628, -0.88296, 2.91159], [-0.98682, -1.04856, 4.23754], [-0.71230, -2.17687, 1.87860], [-0.99781, 2.14889, -0.66483], [-1.14873, 3.42325, -1.17724], [-1.11438, 3.60516, -2.55252], [-0.95879, 2.50776, -3.37280], [-0.79771, 1.26152, -2.78454], [-0.80506, 1.09161, -1.46050], [-1.82885, 2.69432, 2.68430], [-2.44917, 3.46030, 1.23803], [-0.79694, 3.79327, 1.77297], [-0.96142, 1.14422, 3.18528], [-0.77310, -0.30006, 4.87799], [-0.84078, -1.98631, 4.57583], [-1.28632, 4.27055, -0.52107], [-1.21596, 4.59817, -2.97307], [-0.94065, 2.60329, -4.44946], [-0.67961, 0.36870, -3.37661], [-1.39711, -1.55868, -3.40565], [-2.00321, -1.97610, -2.42033], [-1.47368, -2.30982, -1.29565], [-3.49631, -2.08199, -2.45260], [-4.11951, -2.87093, -3.41220], [-5.49897, -2.98305, -3.42904], [-6.26508, -2.26783, -2.51030], [-5.63890, -1.45608, -1.57644], [-4.24631, -1.37038, -1.52381], [-3.40157, -0.27554, -0.28637], [-4.22838, 1.32059, -0.72740], [-3.94952, 1.76425, -2.02717], [-4.39402, 2.99678, -2.47557], [-5.12551, 3.82487, -1.63026], [-5.42834, 3.39121, -0.34993], [-4.98606, 2.14819, 0.09821], [-4.11765, -0.82135, 1.31176], [-4.44565, -2.16854, 1.49161], [-4.81162, -2.65122, 2.73996], [-4.86395, -1.79935, 3.83579], [-4.51563, -0.46682, 3.67880], [-4.12248, 0.00978, 2.43452], [-3.51391, -3.40739, -4.13319], [-5.97950, -3.62109, -4.16084], [-7.34592, -2.33744, -2.52844], [-6.23472, -0.87937, -0.87775], [-3.38631, 1.12229, -2.69976], [-4.16573, 3.31588, -3.48597], [-5.47001, 4.79243, -1.97528], [-6.01973, 4.01748, 0.30781], [-5.27058, 1.82082, 1.08735], [-4.40421, -2.84878, 0.64916], [-5.04992, -3.70120, 2.85682], [-5.16451, -2.17358, 4.80672], [-4.54067, 0.20394, 4.52876], [-3.80273, 1.04133, 2.34834], [3.68887, 2.81776, 0.43114], [3.35396, 1.98282, 2.15883], [1.92967, 3.04415, 3.01852], [4.93858, 2.14105, 3.29016], [2.53062, -0.30994, 1.83175], [3.80484, -1.43267, 0.86360], [5.11273, -0.99062, 0.65877], [6.01552, -1.75842, -0.06528], [5.62142, -2.97311, -0.60666], [4.31891, -3.41883, -0.42733], [3.41790, -2.65061, 0.29935], [2.36757, -1.14326, 3.61185], [2.31519, -2.53123, 3.76490], [2.08654, -3.10624, 5.00713], [1.91325, -2.30295, 6.13077], [1.98231, -0.92219, 6.00424], [2.19525, -0.35264, 4.75183], [3.94864, 3.87155, 0.56605], [2.80687, 2.73787, -0.20413], [4.50377, 2.31242, -0.09209], [2.32796, 4.01435, 3.32472], [1.51108, 2.55490, 3.89997], [1.12363, 3.21400, 2.29818], [5.17919, 3.20367, 3.37264], [5.79232, 1.62070, 2.85471], [4.75627, 1.73768, 4.28776], [5.43390, -0.03434, 1.05708], [7.01984, -1.39158, -0.23907], [6.31859, -3.54960, -1.20304], [4.00114, -4.35869, -0.86277], [2.40457, -3.01461, 0.43090], [2.45907, -3.17335, 2.90200], [2.04022, -4.18445, 5.10251], [1.74016, -2.75328, 7.10091], [1.87594, -0.29101, 6.87872], [2.24714, 0.72773, 4.66895], [6.50914, 1.01863, -4.39258], [5.85251, -0.14949, -3.87912], [6.65883, -1.27251, -3.48967], [4.83476, 0.28230, -2.65186], [3.58768, 0.12249, -2.98474], [2.27355, 0.60261, -1.99085], [3.37172, -0.46155, -4.35495], [2.18856, -0.78130, -4.99603], [2.25218, -1.29462, -6.28676], [3.47711, -1.48693, -6.92020], [4.66776, -1.17674, -6.27203], [4.57890, -0.66857, -4.99290], [1.24297, -0.63777, -4.49034], [1.33578, -1.55258, -6.80374], [3.50628, -1.88617, -7.92645], [5.62785, -1.33396, -6.74795]],
  "forces_ev_per_a": [[0.170, 0.086, 0.194], [-0.035, 0.050, -0.067], [-0.035, 0.466, -0.321], [0.134, -0.177, 0.295], [-0.021, -0.234, -0.159], [0.180, -0.010, 0.018], [-0.037, -0.036, -0.053], [-0.264, -0.226, 0.002], [0.026, -0.096, 0.336], [0.036, 0.208, -0.081], [0.069, 0.085, -0.005], [0.045, -0.014, 0.056], [0.135, 0.288, 0.117], [0.112, -0.234, -0.287], [-0.001, 0.005, 0.021], [0.006, -0.004, -0.015], [-0.061, 0.009, 0.004], [-0.012, 0.116, 0.034], [0.042, -0.037, -0.010], [0.047, 0.029, 0.044], [-0.002, -0.024, -0.018], [-0.010, -0.028, 0.035], [0.006, -0.034, 0.013], [0.093, -0.016, -0.043], [0.072, -0.129, 0.221], [-0.064, -0.040, -0.451], [0.196, 0.085, 0.118], [-0.011, -0.056, 0.026], [-0.058, -0.069, -0.093], [-0.042, 0.072, 0.070], [0.114, 0.031, -0.004], [-0.041, -0.031, -0.090], [-0.230, 0.160, 0.442], [-0.522, -0.124, -0.209], [0.024, -0.078, -0.041], [-0.144, -0.057, 0.028], [-0.064, -0.059, 0.042], [0.037, -0.020, -0.062], [0.041, -0.053, 0.060], [-0.034, 0.017, -0.053], [0.025, -0.137, -0.107], [-0.078, 0.069, -0.009], [0.027, 0.039, -0.008], [-0.012, -0.043, -0.031], [0.042, 0.006, -0.072], [0.028, -0.008, 0.013], [-0.009, 0.050, 0.025], [0.003, 0.032, 0.024], [0.034, -0.003, -0.001], [0.001, -0.022, 0.010], [-0.089, 0.065, 0.057], [-0.013, -0.022, 0.027], [0.012, -0.038, 0.009], [0.005, -0.033, -0.012], [0.004, -0.004, 0.045], [-0.002, 0.029, 0.019], [-0.019, 0.025, -0.009], [0.011, 0.003, -0.029], [0.017, 0.010, 0.003], [-0.022, 0.036, -0.019], [0.102, 0.044, -0.029], [-0.263, 0.069, -0.327], [-0.131, -0.012, -0.013], [0.073, -0.124, 0.121], [0.693, -0.005, 0.243], [-0.118, 0.017, -0.283], [-0.051, -0.117, -0.020], [0.004, 0.045, 0.014], [-0.016, 0.033, -0.088], [0.002, 0.034, 0.048], [0.143, 0.002, 0.067], [-0.320, 0.086, 0.039], [0.018, -0.012, 0.017], [-0.028, 0.036, 0.028], [-0.001, -0.022, -0.024], [0.018, 0.022, -0.076], [0.051, -0.094, 0.057], [0.010, -0.056, 0.025], [0.052, 0.030, 0.015], [-0.070, 0.041, -0.018], [-0.032, -0.022, -0.030], [-0.012, 0.060, -0.012], [0.148, -0.018, 0.089], [0.025, -0.046, 0.026], [-0.032, 0.031, 0.031], [0.046, 0.025, -0.036], [0.003, 0.004, -0.037], [-0.044, -0.011, 0.001], [-0.034, 0.034, 0.044], [0.000, 0.015, 0.009], [-0.072, -0.017, -0.003], [-0.030, 0.035, 0.045], [0.027, 0.013, -0.004], [0.015, 0.006, -0.022], [0.006, 0.009, -0.001], [0.002, -0.014, 0.022], [0.044, -0.007, -0.020], [-0.037, -0.005, 0.063], [0.019, -0.012, 0.041], [-0.160, 0.042, -0.012], [0.133, 0.018, 0.162], [0.076, -0.040, -0.336], [-0.027, 0.014, 0.076], [-0.041, 0.008, 0.000], [-0.002, -0.010, 0.026], [0.014, -0.010, 0.005], [0.028, -0.025, 0.020], [-0.029, 0.007, -0.032], [-0.033, -0.013, -0.002], [0.030, 0.005, 0.013], [-0.018, 0.002, 0.022], [-0.039, 0.029, 0.011]],
  "e_tot_ha": -8374.2258,
  "s2": 0.7557,
  "spin_multiplicity": 2,
  "e_homo_ev": [-6.88, -7.30]
}



4.
{
  "formula": "C10H4BeBrNO5",
  "method": "ωB97M-V/def2-TZVPD",
  "species": ["O", "C", "Be", "O", "C", "C", "O", "C", "O", "C", "O", "Br", "C", "C", "C", "C", "N", "C", "H", "H", "H", "H"],
  "coordinates": [[3.41573, 0.42453, -1.32867], [2.38609, 0.42495, -0.84739], [-0.07611, 0.15797, 0.07223], [-0.06278, 2.99018, 0.84344], [0.22903, 1.95582, 0.44046], [-1.76063, -0.02995, 0.68802], [-2.82579, -0.20570, 1.08722], [0.76392, -0.38081, 1.54895], [1.07296, -0.72168, 2.59948], [-0.53250, 0.49083, -1.62047], [-1.13336, 0.69455, -2.57712], [-2.18973, -5.33244, 0.33362], [-0.87940, -4.19044, -0.39581], [0.01737, -4.62445, -1.37477], [0.92556, -3.71295, -1.91649], [0.87033, -2.37056, -1.49470], [0.00415, -2.01631, -0.55300], [-0.82466, -2.86310, 0.03918], [-0.00257, -5.66714, -1.70104], [1.66617, -4.00148, -2.65976], [1.54995, -1.62974, -1.94879], [-1.46779, -2.52806, 0.84272]],
  "forces_ev_per_a": [[-2.339, 0.023, 1.123], [2.599, 0.021, -1.165], [1.054, -1.461, -0.749], [1.544, -3.729, -1.651], [-1.836, 5.084, 2.145], [-5.581, -0.766, 2.129], [4.580, 0.779, -1.753], [1.521, -1.838, 5.172], [-0.897, 1.163, -4.009], [-2.993, 0.820, -4.976], [2.535, -0.816, 3.469], [0.378, 0.203, -0.138], [-0.222, 0.087, 0.274], [0.115, 0.042, -0.062], [-0.101, 0.661, 0.232], [0.291, -1.505, -0.745], [0.178, 2.730, 0.822], [-0.035, -1.449, -0.691], [0.045, 0.364, 0.080], [-0.255, -0.053, 0.142], [-0.566, -0.369, 0.385], [-0.014, 0.010, -0.035]],
  "e_tot_ha": -3402.5390,
  "total_charge": 2,
  "spin_multiplicity": 1,
  "e_homo_ev": -15.94
}



What is the formula in the third record?
C49H47Ge2N5O4PS3Sn